# C23H34N2O3

The molecule C23H34N2O3 (ωB97M-V/def2-TZVPD, OMol25).

```
62
Properties=species:S:1:pos:R:3
C 1.143 0.167 0.145
C -0.068 0.029 -0.770
C 0.156 -0.783 -2.056
C -0.563 -0.129 -3.230
C 1.603 -1.170 -2.475
C 1.110 -2.590 -2.821
C 1.968 -3.728 -2.327
O 2.541 -3.696 -1.248
N 2.065 -4.797 -3.145
C 1.333 -5.242 -4.332
C 2.179 -6.548 -4.265
C 3.241 -6.683 -5.342
C 2.455 -7.418 -6.437
C 1.627 -6.428 -7.256
O 0.408 -6.352 -7.162
N 2.326 -5.596 -8.046
C 1.701 -4.630 -8.954
C 1.125 -5.497 -10.067
C 2.418 -6.175 -10.568
C 3.592 -6.116 -9.918
C 3.696 -5.590 -8.473
C 4.110 -4.078 -8.225
C 2.974 -3.239 -7.520
C 1.505 -3.391 -8.100
C 1.567 -8.343 -5.605
O 1.465 -7.757 -4.299
C 2.652 -6.104 -2.869
C -0.149 -2.298 -1.965
H 0.882 0.732 1.040
H 1.526 -0.805 0.464
H 1.956 0.695 -0.356
H -0.898 -0.428 -0.222
H -0.407 1.034 -1.039
H -0.464 -0.721 -4.143
H -1.630 -0.015 -3.020
H -0.148 0.862 -3.423
H 2.054 -0.590 -3.282
H 2.289 -1.226 -1.633
H 0.864 -2.705 -3.876
H 0.274 -5.438 -4.152
H 1.448 -4.618 -5.218
H 3.651 -5.721 -5.649
H 4.055 -7.310 -4.971
H 3.105 -7.985 -7.104
H 2.519 -4.229 -9.542
H 0.693 -4.915 -10.885
H 0.378 -6.214 -9.725
H 2.384 -6.649 -11.543
H 4.484 -6.521 -10.382
H 4.325 -6.259 -7.886
H 4.987 -4.040 -7.576
H 4.409 -3.612 -9.166
H 3.278 -2.191 -7.542
H 2.963 -3.525 -6.467
H 1.226 -2.526 -8.702
H 0.780 -3.508 -7.295
H 0.572 -8.432 -6.038
H 2.019 -9.331 -5.499
H 3.728 -6.095 -2.692
H 2.148 -6.637 -2.060
H -0.001 -2.668 -0.949
H -1.112 -2.640 -2.347
```

Output
Frontier orbital gap: 9.66 eV
Structure (SMILES): CC[C@]1(C)C[C@H](C(=O)N2CC3(C[C@H](C(=O)N4[C@H]5CC=C[C@H]4CCC5)CO3)C2)C1
Total charge: 0

# C23H34N2OS2

The molecule C23H34N2OS2 at a distorted geometry (ωB97M-V/def2-TZVPD, OMol25).

```
62
Properties=species:S:1:pos:R:3
C -1.737 -0.105 -1.051
C -0.669 -1.084 -1.548
C 0.634 -0.353 -1.866
C -0.458 -2.138 -0.492
C -1.037 -3.402 -0.608
C -0.862 -4.311 0.415
C -0.118 -3.956 1.538
C 0.124 -4.804 2.705
O 1.045 -4.539 3.471
C -0.748 -5.939 3.006
C -0.421 -6.943 3.884
C -1.452 -7.877 4.073
C -2.569 -7.568 3.358
S -2.374 -6.144 2.428
C 0.482 -2.674 1.529
S 1.536 -2.200 2.825
C 1.793 -0.436 2.404
C 0.597 0.415 2.796
C 0.853 1.913 2.622
C 1.052 2.318 1.163
C 1.137 3.834 0.997
C 1.455 4.264 -0.436
C 0.333 3.949 -1.423
C 0.674 4.448 -2.827
N -0.473 4.420 -3.721
C -0.225 5.198 -4.917
C -0.875 3.073 -4.060
N 0.283 -1.804 0.549
H -1.401 0.377 -0.137
H -2.668 -0.628 -0.843
H -1.929 0.658 -1.802
H -1.038 -1.573 -2.456
H 1.382 -1.053 -2.231
H 0.464 0.404 -2.629
H 1.017 0.124 -0.970
H -1.602 -3.665 -1.488
H -1.279 -5.303 0.328
H 0.541 -6.988 4.362
H -1.374 -8.736 4.715
H -3.501 -8.097 3.318
H 2.680 -0.146 2.967
H 1.995 -0.389 1.338
H -0.260 0.117 2.189
H 0.353 0.216 3.842
H 1.731 2.201 3.204
H -0.003 2.459 3.025
H 1.971 1.870 0.779
H 0.216 1.934 0.578
H 1.918 4.216 1.658
H 0.192 4.287 1.307
H 1.641 5.341 -0.444
H 2.372 3.769 -0.765
H -0.590 4.434 -1.100
H 0.164 2.874 -1.445
H 0.999 5.490 -2.752
H 1.519 3.862 -3.233
H 0.610 4.804 -5.518
H -1.124 5.199 -5.532
H 0.004 6.225 -4.637
H -1.731 3.115 -4.732
H -1.178 2.547 -3.157
H -0.071 2.501 -4.553
```

Output
Frontier orbital gap: 7.96 eV
Structure (SMILES): CC(C)c1ccc(C(=O)c2cccs2)c(SCCCCCCCCN(C)C)n1
Total charge: 0

# C23H34N3

A cluster of 2 separate species, C23H34N3 in total at a distorted geometry (ωB97M-V/def2-TZVPD, OMol25).

```
60
Properties=species:S:1:pos:R:3
C 1.922 3.861 -5.428
N 0.827 2.909 -5.433
C 0.613 2.274 -6.719
C 0.407 2.317 -4.236
C -0.745 2.799 -3.564
C -1.132 2.256 -2.354
C -0.412 1.182 -1.764
C -0.907 0.538 -0.579
C -0.303 -0.616 -0.051
C -0.734 -1.284 1.087
C -0.143 -2.494 1.570
C -0.734 -3.191 2.659
C -0.183 -4.352 3.158
C 1.022 -4.869 2.610
N 1.648 -5.979 3.190
C 1.474 -7.326 2.682
C 2.774 -5.830 4.095
C 1.594 -4.214 1.495
C 1.033 -3.054 0.995
C 0.805 0.787 -2.392
C 1.162 1.286 -3.634
H 2.065 4.261 -4.418
H 2.858 3.394 -5.770
H 1.682 4.684 -6.114
H -0.200 1.542 -6.650
H 0.346 3.047 -7.452
H 1.528 1.772 -7.073
H -1.312 3.609 -4.028
H -2.013 2.644 -1.835
H -1.935 0.774 -0.278
H 0.563 -1.031 -0.574
H -1.586 -0.881 1.645
H -1.649 -2.790 3.097
H -0.640 -4.886 3.993
H 0.644 -7.358 1.966
H 2.392 -7.681 2.188
H 1.258 -8.007 3.517
H 2.870 -4.779 4.394
H 2.611 -6.450 4.989
H 3.709 -6.162 3.616
H 2.497 -4.635 1.048
H 1.513 -2.565 0.149
H 1.469 0.070 -1.903
H 2.045 0.908 -4.155
C -1.303 4.406 2.897
C -1.791 3.288 1.977
C -2.578 2.277 2.799
C -2.724 3.891 0.924
N -0.628 2.614 1.404
H -0.787 5.191 2.334
H -2.142 4.866 3.436
H -0.604 4.002 3.636
H -2.952 1.466 2.163
H -1.945 1.845 3.582
H -3.440 2.760 3.275
H -3.057 3.119 0.220
H -3.612 4.316 1.410
H -2.224 4.687 0.359
H -0.756 1.642 1.163
H -0.159 3.152 0.685
```

Output
Frontier orbital gap: 5.30 eV
Total charge: +1

# C23H34N9O2ReS

A structure of composition C23H34N9O2ReS at a distorted geometry (ωB97M-V/def2-TZVPD, OMol25).

```
70
Properties=species:S:1:pos:R:3
Re 1.356 -1.375 -0.699
S -0.051 -3.292 -0.860
C -1.484 -2.573 -0.090
N -2.419 -3.477 0.069
N -3.550 -3.295 0.730
C -4.294 -2.165 0.990
C -5.117 -2.137 2.122
C -5.913 -1.039 2.374
C -5.912 0.043 1.502
C -5.112 0.012 0.369
C -4.311 -1.082 0.107
N -1.504 -1.336 0.360
N -0.376 -0.664 0.517
C -0.420 0.392 1.377
C 0.783 1.001 1.768
C 0.782 2.042 2.670
C -0.414 2.530 3.183
C -1.614 1.944 2.802
C -1.631 0.883 1.915
H -3.886 -4.165 1.127
H -5.116 -2.978 2.800
H -6.538 -1.025 3.253
H -6.546 0.893 1.696
H -5.132 0.840 -0.326
H -3.740 -1.147 -0.805
H 1.712 0.578 1.400
H 1.720 2.466 2.994
H -0.403 3.341 3.890
H -2.548 2.307 3.201
H -2.558 0.388 1.665
N 2.804 0.646 -1.193
C 2.409 1.190 -2.500
C 2.495 2.726 -2.567
C 1.517 3.524 -1.688
C 0.203 3.925 -2.384
N -0.791 2.872 -2.443
C -1.365 2.339 -1.372
N -2.006 1.176 -1.490
N -1.376 2.983 -0.206
C 1.000 0.650 -2.894
O 0.458 1.089 -3.900
O 0.484 -0.183 -2.093
H 2.662 1.338 -0.459
H 3.785 0.379 -1.185
H 3.099 0.795 -3.255
H 2.359 3.028 -3.606
H 3.517 2.994 -2.285
H 2.014 4.458 -1.417
H 1.296 2.987 -0.760
H 0.415 4.216 -3.414
H -0.232 4.790 -1.874
H -0.725 2.276 -3.272
H -1.812 0.600 -2.297
H -2.361 0.703 -0.672
H -1.003 3.913 -0.136
H -1.766 2.548 0.625
C 3.178 -4.200 1.145
C 3.793 -3.032 0.349
C 4.544 -3.571 -0.882
C 4.743 -2.222 1.248
N 2.738 -2.219 -0.074
H 3.969 -4.844 1.516
H 2.516 -4.772 0.499
H 2.598 -3.813 1.979
H 5.360 -4.211 -0.561
H 4.944 -2.753 -1.475
H 3.860 -4.147 -1.500
H 5.491 -2.885 1.671
H 4.179 -1.757 2.052
H 5.244 -1.447 0.671
```

Output
Frontier orbital gap (spin up / spin down): 5.90 / 5.60 eV
Multiplicity: 4
Total charge: +1

# C23H34NO2Os

A structure of composition C23H34NO2Os at a distorted geometry (ωB97M-V/def2-TZVPD, OMol25).

```
61
Properties=species:S:1:pos:R:3
C 1.118 -1.742 0.597
C 1.657 -1.057 -0.520
C 0.772 -1.239 -1.621
C -0.323 -2.085 -1.202
C -0.120 -2.370 0.211
Os -0.832 -0.416 -0.044
C -3.093 1.135 -1.128
C -2.775 0.550 0.100
H -3.077 1.138 0.983
C -2.693 -0.901 0.329
H -3.201 -1.549 -0.381
H -2.810 -1.185 1.370
C -3.519 2.568 -1.174
H -3.019 3.182 -0.414
H -3.301 3.016 -2.150
H -4.595 2.688 -1.006
C -3.065 0.345 -2.369
H -2.104 -0.200 -2.500
H -3.854 -0.424 -2.393
H -3.183 0.994 -3.243
C 2.944 -0.317 -0.546
H 3.255 -0.026 0.461
H 3.746 -0.927 -0.985
H 2.873 0.621 -1.120
C 1.068 -0.823 -3.026
H 1.546 0.162 -3.041
H 1.759 -1.534 -3.503
H 0.161 -0.778 -3.633
C -1.243 -2.852 -2.110
H -1.278 -2.385 -3.098
H -0.914 -3.894 -2.237
H -2.249 -2.872 -1.690
C -0.872 -3.345 1.062
H -1.675 -3.816 0.491
H -0.193 -4.111 1.453
H -1.301 -2.809 1.916
C 1.806 -1.970 1.900
H 1.085 -1.971 2.731
H 2.316 -2.947 1.904
H 2.575 -1.207 2.083
C 3.054 2.463 -1.865
C 1.583 2.708 -1.944
C 3.998 2.969 -2.674
C 1.244 3.160 -3.249
H 0.673 2.642 -1.360
C 3.546 3.585 -3.890
H 5.058 2.900 -2.422
C 2.195 3.579 -4.198
H 0.185 3.206 -3.521
H 4.288 4.011 -4.566
H 1.840 3.946 -5.168
N 1.452 1.502 3.764
C 0.054 1.108 4.092
C -0.471 0.357 2.873
O -1.281 -0.565 3.030
O 0.069 0.775 1.774
H 2.097 0.709 3.949
H 1.776 2.273 4.347
H 1.496 1.745 2.755
H 0.033 0.472 4.972
H -0.537 2.009 4.261
```

Output
Frontier orbital gap (spin up / spin down): 5.66 / 7.26 eV
Multiplicity: 5
Total charge: +1

# C23H35Ge2InN2O3

A structure of composition C23H35Ge2InN2O3 (ωB97M-V/def2-TZVPD, OMol25).

```
66
Properties=species:S:1:pos:R:3
In -0.358 0.388 -0.251
C -3.626 -2.999 -0.101
N -3.208 -2.301 1.125
C -4.078 -2.534 2.286
C -2.157 -1.543 1.162
O -1.415 -1.372 0.119
C -1.716 -0.819 2.428
O -0.467 -0.208 2.170
C 0.661 -0.955 2.620
C 1.693 -1.033 1.512
O 1.514 -0.298 0.487
N 2.738 -1.801 1.635
C 3.055 -2.520 2.878
C 3.769 -1.849 0.588
H -3.823 -4.039 0.155
H -2.845 -2.944 -0.849
H -4.543 -2.541 -0.469
H -4.050 -3.591 2.543
H -5.096 -2.258 2.013
H -3.775 -1.943 3.143
H -1.640 -1.518 3.261
H -2.435 -0.047 2.708
H 0.356 -1.966 2.894
H 1.090 -0.475 3.503
H 2.154 -2.822 3.403
H 3.669 -1.894 3.524
H 3.611 -3.418 2.620
H 3.342 -1.555 -0.364
H 4.142 -2.868 0.527
H 4.588 -1.181 0.853
C 2.891 2.333 -2.030
Ge 1.264 3.327 -2.381
C 0.027 2.605 -3.689
C 1.278 5.244 -2.055
Ge -0.063 3.031 0.057
C 1.140 3.333 1.514
C 2.367 2.670 1.649
C 3.242 3.037 2.654
C 2.913 4.077 3.520
C 1.706 4.752 3.385
C 0.825 4.389 2.381
C -1.864 3.705 0.155
C -2.526 4.226 -0.956
C -3.810 4.729 -0.830
C -4.447 4.702 0.405
C -3.800 4.179 1.518
C -2.509 3.690 1.398
H 3.522 2.398 -2.920
H 2.693 1.276 -1.847
H 3.439 2.765 -1.196
H 0.380 2.909 -4.678
H -0.978 3.002 -3.565
H 0.006 1.516 -3.675
H 1.805 5.700 -2.900
H 1.827 5.494 -1.148
H 0.276 5.667 -2.025
H 2.632 1.871 0.969
H 4.194 2.534 2.762
H 3.610 4.372 4.293
H 1.461 5.565 4.055
H -0.106 4.934 2.269
H -2.044 4.255 -1.927
H -4.316 5.148 -1.689
H -5.449 5.099 0.502
H -4.296 4.176 2.479
H -1.998 3.316 2.280
```

Output
Frontier orbital gap (spin up / spin down): 6.93 / 5.46 eV
Multiplicity: 2
Total charge: +3

# C23H35N3O3P2S2Ti

A structure of composition C23H35N3O3P2S2Ti at a distorted geometry (ωB97M-V/def2-TZVPD, OMol25).

```
69
Properties=species:S:1:pos:R:3
Ti -0.457 0.045 0.143
N -0.761 0.191 2.436
C -0.314 1.255 3.340
C 1.198 1.306 3.441
N 1.784 1.774 2.179
H -1.779 0.182 2.390
H -0.524 -0.724 2.827
H -0.732 1.126 4.344
H -0.682 2.216 2.964
H 1.570 0.298 3.646
H 1.478 1.933 4.294
H 2.795 1.801 2.249
H 1.482 2.730 2.018
C 1.256 2.625 -1.035
C 0.010 3.038 -0.313
C -0.136 4.402 0.061
C -1.274 4.808 0.668
C -2.333 3.890 0.875
C -3.564 4.288 1.435
C -4.565 3.365 1.560
C -4.379 2.040 1.137
C -3.189 1.594 0.592
S -2.983 -0.047 0.044
C -2.133 2.553 0.470
N -0.922 2.140 -0.059
H 1.532 3.388 -1.765
H 1.088 1.676 -1.545
H 2.094 2.491 -0.352
H 0.668 5.093 -0.155
H -1.406 5.840 0.973
H -3.700 5.316 1.746
H -5.517 3.655 1.985
H -5.189 1.328 1.233
C 2.754 -1.762 1.262
P 2.042 -0.899 -0.182
C 3.510 0.052 -0.743
C 1.998 -2.170 -1.505
C 2.988 -3.149 -1.586
C 2.990 -4.074 -2.614
C 2.000 -4.025 -3.588
C 1.010 -3.062 -3.514
C 0.989 -2.133 -2.473
P -0.360 -0.899 -2.316
C -0.123 0.140 -3.807
C -1.840 -1.868 -2.751
H 2.124 -2.600 1.557
H 2.794 -1.041 2.079
H 3.764 -2.129 1.072
H 4.376 -0.597 -0.877
H 3.747 0.808 0.008
H 3.301 0.553 -1.688
H 3.759 -3.199 -0.828
H 3.757 -4.836 -2.655
H 1.995 -4.745 -4.397
H 0.237 -3.041 -4.272
H -0.135 -0.437 -4.734
H 0.832 0.662 -3.734
H -0.922 0.882 -3.837
H -1.786 -2.334 -3.735
H -2.701 -1.200 -2.707
H -1.971 -2.635 -1.987
C -2.280 -3.820 1.234
S -0.643 -3.198 1.465
O -0.578 -2.683 2.825
O 0.284 -4.264 1.160
O -0.552 -2.089 0.473
H -2.456 -4.595 1.976
H -2.349 -4.233 0.229
H -2.973 -2.991 1.362
```

Output
Frontier orbital gap (spin up / spin down): 5.93 / 7.13 eV
Multiplicity: 3
Total charge: 0